Record 1
Molecular formula: C6H14S4
Method: DFT, ωB97M-V/def2-TZVPD

Cartesian coordinates (Å):
S -1.588 -1.624 3.211
S -1.413 -0.680 0.361
S 1.543 1.752 -0.164
S 1.179 0.054 -3.746
C -0.989 -1.981 1.533
C 0.597 1.889 -1.727
C 1.103 2.997 -2.636
C -0.293 0.621 0.918
C 0.550 0.510 -2.333
C -0.703 -2.922 4.103
H 0.751 0.317 0.801
H 0.482 3.064 -3.535
H -1.450 -2.898 1.154
H -0.965 -2.827 5.160
H 0.097 -2.127 1.556
H 2.130 2.802 -2.956
H 0.050 -0.226 -1.695
H 2.717 1.446 -0.745
H -1.002 -3.917 3.760
H -0.484 0.886 1.958
H 1.076 3.954 -2.108
H -0.480 1.495 0.291
H 0.381 -2.809 4.002
H -0.419 2.122 -1.379

charge	0
HOMO-LUMO gap	8.04	eV
energy above the lowest of the compared OMol25 structures with the same formula, charge and spin	3.029	eV

=====

Record 2
Molecular formula: C37H43BO2
Method: DFT, ωB97M-V/def2-TZVPD

Cartesian coordinates (Å):
O -1.119 3.314 1.873
O -0.056 1.705 3.249
C -0.818 0.639 0.716
C 5.881 -2.712 -2.229
C -1.252 3.764 3.222
C 1.299 2.754 1.395
C 3.428 -2.755 -2.220
C 4.726 -4.826 -2.093
C -1.495 -2.734 -2.757
C -2.610 4.400 3.399
C -3.563 -3.273 -3.966
C -2.167 2.307 -0.622
C 1.374 3.724 0.402
C -2.292 1.577 4.106
C 3.502 -4.173 -2.101
C 0.916 -2.611 -2.199
C -3.269 0.498 0.569
C 4.666 -2.044 -2.240
C 7.248 -4.818 -2.277
C -0.475 2.611 5.440
C 2.630 4.147 -0.041
C -5.135 -5.083 -3.184
C -2.074 1.166 0.212
C -1.763 -3.848 -1.921
C -0.277 -1.972 -2.576
C -2.406 -2.511 -3.832
C 3.794 3.617 0.519
C -4.537 1.894 -0.944
C 0.317 0.297 -0.177
C -4.475 0.823 -0.040
C -2.930 -4.589 -2.052
C -3.381 2.642 -1.218
C -0.168 4.803 3.528
C -3.855 -4.307 -3.067
C 2.183 -2.058 -2.357
C -1.021 2.415 4.038
C 5.930 -4.112 -2.195
C 3.699 2.657 1.529
C 2.449 2.219 1.970
B -0.099 2.343 1.992
H -1.034 -4.101 -1.150
H 4.635 -0.956 -2.280
H 0.541 1.133 -0.866
H -3.021 2.052 4.771
H 7.097 -5.900 -2.254
H -2.746 4.633 4.462
H 0.870 -3.646 -1.836
H -5.204 -5.818 -2.377
H -3.417 3.487 -1.911
H -0.296 5.197 4.544
H -0.180 -1.053 -3.167
H -3.145 -5.404 -1.360
H 2.576 -4.749 -2.051
H 4.584 2.235 1.999
H 2.239 -0.989 -2.600
H -2.742 1.435 3.115
H -0.911 -0.001 1.610
H -5.205 -5.614 -4.142
H 2.668 4.903 -0.822
H 7.908 -4.542 -1.446
H 4.773 3.956 0.176
H 0.085 -0.617 -0.767
H -5.357 0.226 0.202
H -1.266 2.891 -0.830
H -4.282 -3.073 -4.765
H 7.780 -4.562 -3.202
H -6.011 -4.425 -3.123
H 1.216 0.112 0.438
H 0.504 3.099 5.422
H -1.180 3.218 6.022
H -2.048 0.592 4.519
H 0.469 4.166 -0.018
H -0.367 1.640 5.933
H -3.405 3.736 3.052
H -2.649 5.332 2.826
H 2.381 1.478 2.768
H 0.848 4.398 3.426
H 6.822 -2.160 -2.263
H -3.172 -0.341 1.266
H -0.271 5.640 2.827
H 4.772 -5.914 -2.021
H -5.484 2.148 -1.419
H -2.184 -1.731 -4.560

charge	0
HOMO-LUMO gap	2.99	eV
energy above the lowest of the compared OMol25 structures with the same formula, charge and spin	0.348	eV